{
  "formula": "C33H44As3N5O3STi",
  "method": "ωB97M-V with the def2-TZVPD basis set",
  "total_charge": -1,
  "homo_ev": [-3.925, -4.792],
  "total_energy_ha": -9738.5652,
  "gap_ev": [6.49, 7.36],
  "multiplicity": 2,
  "elements": ["Ti", "O", "C", "C", "C", "C", "C", "C", "C", "N", "N", "C", "O", "C", "C", "C", "C", "C", "C", "H", "H", "H", "H", "H", "H", "H", "H", "H", "H", "N", "C", "S", "N", "N", "C", "C", "C", "C", "C", "C", "C", "O", "H", "H", "H", "H", "H", "H", "H", "C", "As", "C", "C", "C", "C", "C", "As", "C", "C", "C", "As", "C", "C", "H", "H", "H", "H", "H", "H", "H", "H", "H", "H", "H", "H", "H", "H", "H", "H", "H", "H", "H", "H", "H", "H", "H", "H", "H", "H", "H"],
  "positions_angstrom": [[0.1262, -1.9854, 0.0108], [1.7655, -1.0181, -0.3055], [3.0357, -1.2795, -0.1376], [3.9740, -0.2336, -0.1842], [5.3262, -0.4840, -0.0596], [5.8002, -1.7813, 0.1261], [4.8869, -2.8179, 0.1852], [3.5141, -2.5990, 0.0572], [2.6341, -3.7689, 0.0698], [1.3632, -3.7133, -0.0600], [0.7019, -4.9491, -0.1543], [-0.5850, -4.7222, -0.1588], [-1.1393, -3.5791, 0.0081], [-1.4782, -5.8907, -0.4159], [-2.7371, -5.6682, -0.9582], [-3.5773, -6.7426, -1.2185], [-3.1710, -8.0350, -0.9207], [-1.9146, -8.2566, -0.3686], [-1.0672, -7.1877, -0.1222], [3.5971, 0.7724, -0.3215], [6.0260, 0.3427, -0.1118], [6.8603, -1.9748, 0.2231], [5.2345, -3.8355, 0.3310], [3.0983, -4.7502, 0.1549], [-3.0387, -4.6517, -1.1753], [-4.5522, -6.5658, -1.6561], [-3.8327, -8.8704, -1.1175], [-1.5946, -9.2637, -0.1303], [-0.0831, -7.3397, 0.2997], [-2.6609, -1.4111, -3.5198], [-1.8767, -1.3996, -2.3806], [-0.2645, -2.0302, -2.5556], [-2.4800, -0.9045, -1.3357], [-1.7604, -0.9992, -0.1433], [-2.4803, -0.8034, 0.8989], [-2.1270, -1.0538, 2.2956], [-3.1418, -0.7876, 3.2262], [-2.9923, -1.0431, 4.5725], [-1.7859, -1.5971, 5.0114], [-0.7660, -1.8683, 4.1301], [-0.8920, -1.5982, 2.7482], [0.1164, -1.8077, 1.9596], [-2.1588, -1.4952, -4.3856], [-3.4364, -0.7671, -3.5068], [-3.5130, -0.5019, 0.7197], [-4.0724, -0.3677, 2.8586], [-3.7924, -0.8296, 5.2685], [-1.6469, -1.8094, 6.0658], [0.1765, -2.2848, 4.4625], [-0.1203, 1.7009, 3.5609], [0.5022, 1.5759, 1.6977], [2.0847, 2.7107, 2.0239], [-0.8836, 2.8059, 0.9683], [-0.5534, 3.8366, -0.1357], [-1.8849, 4.2206, -0.7928], [0.3977, 3.2595, -1.1943], [0.0519, 1.4095, -1.8442], [1.6351, 1.3751, -2.9986], [-1.1994, 1.8528, -3.3019], [0.0412, 5.0775, 0.5669], [0.9565, 6.6037, -0.2909], [0.0589, 6.8611, -2.0172], [2.6040, 5.7790, -0.9717], [-0.1346, 2.7450, 3.8805], [0.5521, 1.1287, 4.2004], [-1.1180, 1.2716, 3.6552], [1.8796, 3.5415, 2.7007], [2.5212, 3.0898, 1.1001], [2.8213, 2.0523, 2.4876], [-1.3692, 3.3183, 1.8046], [-1.6154, 2.0961, 0.5652], [-2.3398, 3.3555, -1.2776], [-1.7557, 4.9966, -1.5483], [-2.5884, 4.5898, -0.0414], [1.4094, 3.2158, -0.7812], [0.4368, 3.9144, -2.0684], [1.6669, 2.2564, -3.6432], [1.5796, 0.4701, -3.6027], [2.5412, 1.3280, -2.3952], [-1.0077, 2.8514, -3.7009], [-2.2301, 1.7820, -2.9561], [-1.0543, 1.1142, -4.0916], [0.7802, 4.7562, 1.3036], [-0.7569, 5.5469, 1.1517], [-0.9678, 7.1887, -1.8583], [0.0617, 5.9665, -2.6368], [0.5929, 7.6558, -2.5397], [3.0732, 5.2057, -0.1716], [3.2853, 6.5780, -1.2642], [2.4277, 5.1242, -1.8222]]
}